The following is a DFT calculation (wB97M-V/def2-TZVPD) of a 2-piece molecular cluster, C3H9NO2 overall in a non-equilibrium geometry.

XYZ file:
```
15
Properties=species:S:1:pos:R:3:forces:R:3
C -0.76703 1.79482 1.05090 -0.3 3.5 -0.7
C -0.74143 0.43863 1.60969 -1.0 -0.8 3.9
O -0.30580 0.31429 2.97836 0.1 -2.0 -1.0
O -1.29934 -0.48386 1.11012 0.3 -1.7 -1.5
H -1.69701 2.12688 0.40955 1.5 -1.5 1.4
H 0.08640 2.02910 0.37101 -0.3 -0.4 0.7
H -0.72629 2.55406 1.87812 0.2 -0.8 -0.7
C 0.74706 -1.03429 -2.44750 -3.9 -0.5 2.6
N 0.89971 -1.07601 -1.00276 1.9 -1.0 -3.1
H 1.78815 -1.39378 -0.70890 1.9 0.4 0.6
H -0.33385 -0.69238 3.38731 -0.3 3.6 -2.2
H 0.28475 -1.48732 -0.39965 -3.5 -0.5 2.1
H 0.24814 -1.99292 -2.81328 0.0 1.2 0.6
H 1.65434 -0.97736 -2.84152 3.8 0.5 -1.8
H 0.16220 -0.11987 -2.58143 -0.4 -0.2 -0.8
```
Positions in Å, forces in eV/Å.

The total charge is +1. The spin multiplicity is 2. The highest occupied orbital energy (alpha / beta) is -14.21 / -14.19 eV. The largest force on an atom comes out at 4.7 eV/A. The calculation puts the HOMO-LUMO gap (alpha / beta) at 10.579 / 5.085 eV. The expectation value of S² is 0.754. The energy above the lowest of the compared OMol25 structures with the same formula, charge and spin is 161.7 kJ/mol.


The following is a DFT calculation (wB97M-V/def2-TZVPD) of a 3-piece molecular cluster, C3H9NO2 overall in a non-equilibrium geometry.

XYZ file:
```
15
Properties=species:S:1:pos:R:3:forces:R:3
C 0.99524 1.59434 0.27194 -0.4 2.8 -0.9
N -0.28142 0.85802 -0.07771 2.1 -1.8 1.5
C -0.07752 -0.07153 -0.97090 -2.2 2.9 -0.3
C -0.26192 -1.46755 -0.54295 -0.5 0.2 -1.2
O 0.86919 -1.65003 -0.28394 1.5 -2.1 -0.1
H 0.72351 2.64767 0.32938 0.1 0.1 0.0
H 1.40986 1.36574 1.24979 -0.3 -0.9 -0.1
H 1.72759 1.50434 -0.52520 0.0 -0.2 0.1
H -0.62219 0.50320 0.82057 -0.7 0.0 -0.1
H 0.30117 0.29712 -1.92183 0.5 -0.9 -0.1
H -2.55198 -0.44378 -2.00979 0.0 0.1 -0.2
H -2.47896 0.01069 -2.59944 0.0 -0.1 0.1
H -0.33406 -2.11155 2.65199 0.1 0.0 -0.1
H 0.38263 -1.63007 1.34397 0.1 -0.6 1.6
O 0.19886 -1.40662 2.26411 -0.3 0.6 -0.3
```
Positions in Å, forces in eV/Å.

The total charge is +1. The spin multiplicity is 2. The highest occupied orbital energy (alpha / beta) is -15.54 / -15.75 eV. The largest force on an atom comes out at 3.6 eV/A. The calculation puts the HOMO-LUMO gap (alpha / beta) at 9.389 / 8.547 eV. The expectation value of S² is 0.757. The energy above the lowest of the compared OMol25 structures with the same formula, charge and spin is 416.0 kJ/mol.


The following is a DFT calculation (wB97M-V/def2-TZVPD) of a 2-piece molecular cluster, C3H9NO2S overall in a non-equilibrium geometry.

XYZ file:
```
16
Properties=species:S:1:pos:R:3:forces:R:3
C -2.36484 1.57128 -0.09827 1.4 0.2 0.2
S -1.12230 0.26392 -0.54416 -0.8 -0.3 -0.8
N -1.29244 -0.98952 0.30953 -1.6 -0.7 -0.3
O -0.97406 0.13727 -1.99396 -0.1 0.6 1.6
O 0.11643 0.96159 0.17211 0.5 -0.8 -0.4
H -3.38697 1.33023 -0.46202 1.0 0.3 0.0
H -2.28495 1.39141 0.97392 -0.5 0.4 0.1
H -1.94816 2.61746 -0.30227 -0.8 -1.6 -0.1
H -2.15505 -1.58241 0.08727 1.8 1.3 0.1
H 0.83118 0.24991 0.32561 -1.0 0.9 -0.3
C 2.25363 -1.46115 -0.19660 -1.6 0.0 1.4
C 2.72809 -0.52291 0.60628 1.1 0.6 0.5
H 2.13680 -1.46752 -1.24506 0.7 0.0 -1.1
H 1.59834 -2.15490 0.34134 0.3 -0.2 -0.5
H 2.45630 -0.67289 1.65380 0.5 0.3 -0.1
H 3.40799 0.32824 0.37251 -0.8 -0.7 -0.1
```
Positions in Å, forces in eV/Å.

The spin multiplicity is 1. The SMILES is C[S@@](=N)(=O)O.C=C. The highest occupied orbital energy is -9.62 eV. The largest force on an atom comes out at 2.2 eV/A. The calculation puts the HOMO-LUMO gap at 10.410 eV. The energy above the lowest of the compared OMol25 structures with the same formula, charge and spin is 392.6 kJ/mol.


The following is a DFT calculation (wB97M-V/def2-TZVPD) of a 2-piece molecular cluster, C3H9NO2S overall in a non-equilibrium geometry.

XYZ file:
```
16
Properties=species:S:1:pos:R:3:forces:R:3
C -0.75417 -0.95373 -0.30644 0.4 1.6 0.3
C -1.08346 -0.80356 1.19064 -0.6 -0.6 -0.1
S -2.57590 0.17368 1.49084 0.4 0.1 0.0
C 0.70109 -0.50648 -0.48925 0.2 -1.0 -0.7
N 1.24476 -0.87987 -1.67389 1.1 1.4 0.4
O 1.32000 0.11060 0.34562 -0.1 0.3 0.2
H -0.84353 -1.89423 -0.83662 -0.7 -0.3 0.5
H -1.32570 -0.15019 -0.78388 0.1 -0.4 -0.7
H -1.35890 -1.76989 1.64072 0.2 0.1 0.2
H -0.26758 -0.30694 1.70875 0.2 -0.2 0.1
H -2.14096 0.90738 2.55875 -0.1 -0.2 -0.2
H 0.99388 -1.55665 -2.34638 -1.0 -0.7 -0.3
H 2.12759 -0.43478 -1.88535 0.1 -0.2 0.2
H 1.57472 2.30834 0.42217 -0.1 0.1 0.1
H 1.35105 2.81326 -0.96746 -0.1 0.2 -0.2
O 1.03712 2.94305 -0.06823 0.0 -0.2 0.0
```
Positions in Å, forces in eV/Å.

The total charge is +1. The spin multiplicity is 2. The highest occupied orbital energy (alpha / beta) is -13.95 / -13.94 eV. The largest force on an atom comes out at 1.9 eV/A. The calculation puts the HOMO-LUMO gap (alpha / beta) at 9.844 / 4.841 eV. The expectation value of S² is 0.753. The energy above the lowest of the compared OMol25 structures with the same formula, charge and spin is 75.7 kJ/mol.


Which value of energy above the lowest of the compared OMol25 structures with the same formula, charge and spin does entry 4 give? 75.7 kJ/mol